Record 1
11
Properties=species:S:1:pos:R:3:forces:R:3 method="wB97M-V/def2-TZVPD" relative_energy_ev=4.098 max_force_ev_per_a=3.849 lumo_ev=0.881
C 0.54909 -0.28267 1.28024 -1.320 -0.882 0.074
N -0.33469 -1.09265 0.51765 0.542 -0.418 -1.924
C -0.69176 -0.69020 -0.60974 -2.645 -0.054 -0.630
N -0.64295 0.66401 -1.20429 0.553 -2.729 0.707
O 0.68878 1.17058 -1.04019 -0.433 -0.738 -1.597
H 1.52605 -0.22873 0.93563 1.569 0.782 -0.986
H 0.57171 -0.86745 2.10129 0.845 -1.429 3.472
H 0.00918 0.55191 1.59251 -0.228 2.294 0.269
H -1.40662 -1.42710 -1.07717 0.621 1.234 -0.386
H -0.79071 0.48183 -2.18836 0.257 0.545 -0.341
H 0.52190 1.72049 -0.30757 0.238 1.395 1.341

Record 2
11
Properties=species:S:1:pos:R:3:forces:R:3 method="wB97M-V/def2-TZVPD" relative_energy_ev=5.100 max_force_ev_per_a=10.400 lumo_ev=0.786
H -1.26802 1.77573 0.62669 -5.376 0.831 2.955
N -0.49176 1.70837 0.14784 4.568 0.304 -2.523
C -0.13318 0.49720 0.15816 -3.557 1.530 0.464
C -0.81403 -0.68522 0.55202 -2.143 -4.761 4.911
N 1.08223 0.20475 -0.13853 9.596 3.339 -2.221
O 1.63295 -0.62708 -1.13490 1.768 -3.365 5.301
H -0.18682 -1.31847 1.39849 -1.216 1.670 -2.360
H -0.85957 -1.28155 -0.28872 0.528 -1.791 -1.957
H -1.88217 -0.93786 0.91276 1.252 2.074 -0.344
H 1.72062 1.06290 -0.37861 -2.286 -1.390 1.550
H 1.19975 -0.39877 -1.85522 -3.134 1.558 -5.776

Record 3
11
Properties=species:S:1:pos:R:3:forces:R:3 method="wB97M-V/def2-TZVPD" relative_energy_ev=4.033 max_force_ev_per_a=5.206 lumo_ev=0.806
H 1.06529 1.96873 0.18350 -1.153 -2.192 -0.873
N 0.26938 1.30278 -0.08743 -0.965 3.156 0.969
C 0.36432 0.05246 -0.07555 4.327 2.620 -1.233
C 1.75696 -0.48417 0.07691 0.690 -3.487 -2.501
N -0.68254 -0.77820 -0.22344 -1.227 -0.063 2.146
O -1.87674 -0.08128 0.05194 -0.770 2.537 1.376
H 2.01476 -0.18913 1.04465 1.043 0.360 1.477
H 1.76651 -1.67131 0.04182 0.171 2.323 0.044
H 2.53102 -0.09788 -0.72499 -1.852 -0.672 1.665
H -0.47692 -1.35132 0.62002 -0.860 -0.688 -0.729
H -1.72234 0.90935 0.58746 0.598 -3.895 -2.342

Record 4
11
Properties=species:S:1:pos:R:3:forces:R:3 method="wB97M-V/def2-TZVPD" relative_energy_ev=4.843 max_force_ev_per_a=6.645 smiles="[H]/N=C/NOC" lumo_ev=0.887
H 0.85044 0.55698 -2.57592 0.618 0.407 -1.716
N 0.50292 0.21534 -1.72248 -0.379 3.149 2.697
C 0.61916 1.19433 -0.83403 1.567 -6.150 -1.969
N 0.26350 0.75433 0.52115 0.190 3.632 -1.506
O -0.91214 -0.01253 0.55632 0.263 -1.026 -0.128
C -0.64509 -1.37209 1.01749 -0.895 -0.438 0.300
H 1.31645 2.09089 -0.91729 -1.365 -0.822 0.256
H -0.03486 1.74419 0.62061 -0.748 -0.608 2.496
H 0.14899 -1.28915 1.90215 -2.007 -0.637 -1.829
H -0.36752 -2.12147 0.19189 0.385 1.554 0.968
H -1.74185 -1.76083 1.24011 2.372 0.938 0.431

Record 5
12
Properties=species:S:1:pos:R:3:forces:R:3 method="wB97M-V/def2-TZVPD" relative_energy_ev=2.490 max_force_ev_per_a=2.383 lumo_ev=-1.248
N -0.70303 1.49007 -0.85500 -1.652 0.202 -0.085
C -0.77853 0.26980 -1.46614 2.174 -0.055 0.975
N -0.50295 -0.82884 -0.82090 -0.459 0.567 0.374
H -0.90940 1.52292 0.13928 0.489 -0.627 0.206
H 0.19140 1.93944 -1.02623 -0.266 0.245 -0.526
H -0.87437 0.22867 -2.54476 0.467 0.143 -0.142
H 0.26846 -1.39862 -1.17322 -0.881 -0.696 -0.430
H -0.40872 -0.70693 0.20506 0.238 0.360 0.171
O 1.61396 -0.84200 0.86712 0.493 -0.616 -0.327
C 0.93467 -0.64596 1.88672 0.020 0.620 0.551
O -0.11499 0.05579 1.91482 -0.409 -0.364 -0.104
H 1.28351 -1.08432 2.87325 -0.212 0.220 -0.664

Record 6
12
Properties=species:S:1:pos:R:3:forces:R:3 method="wB97M-V/def2-TZVPD" relative_energy_ev=0.919 max_force_ev_per_a=1.273 smiles="NC=O.NC=O" lumo_ev=0.723
N -2.55277 2.85653 -0.45535 0.174 0.390 -0.543
C -1.61325 2.31837 -1.27552 0.997 -0.231 0.121
O -1.11086 1.22242 -1.17923 -0.385 -0.275 0.344
H -2.73150 3.83601 -0.58646 -0.173 0.033 0.165
H -2.78130 2.44827 0.43294 0.016 -0.248 -0.025
H -1.21123 2.98732 -2.05570 -0.605 0.306 -0.012
N 1.02023 -1.67507 1.51580 0.173 0.381 0.717
C 2.18270 -1.99666 0.85118 -0.730 -0.511 -0.909
O 2.40311 -3.08778 0.38185 0.647 0.180 0.691
H 0.45300 -0.94951 1.11966 -0.014 0.404 0.236
H 0.56595 -2.35311 2.09869 -0.246 -0.410 -0.524
H 2.85042 -1.13261 0.73428 0.145 -0.020 -0.261

Record 7
12
Properties=species:S:1:pos:R:3:forces:R:3 method="wB97M-V/def2-TZVPD" relative_energy_ev=1.153 max_force_ev_per_a=4.511 smiles="NC=O.NC=O" lumo_ev=0.433
N 12.38005 -5.26023 4.54041 0.743 0.790 0.533
C 11.37140 -6.09530 4.31400 -0.686 0.007 -1.280
O 10.26516 -5.71902 3.89569 2.868 -3.346 0.965
H 12.21192 -4.25435 4.45995 0.201 -0.575 0.047
H 13.28310 -5.60251 4.87783 -0.728 0.332 -0.259
H 11.71878 -7.15281 4.40729 -0.775 0.320 0.101
N 8.99698 -3.73645 3.69108 -1.150 -0.589 1.644
C 9.21775 -3.34933 2.45388 -0.752 3.619 -0.389
O 9.17192 -2.12893 2.15518 0.254 -2.497 -0.674
H 8.56513 -3.17810 4.43156 0.543 0.136 -0.954
H 9.30338 -4.69313 3.88449 -0.887 1.033 0.332
H 9.35821 -4.22665 1.77692 0.370 0.770 -0.066

Record 8
12
Properties=species:S:1:pos:R:3:forces:R:3 method="wB97M-V/def2-TZVPD" charge=+1 relative_energy_ev=2.579 s2=0.771 max_force_ev_per_a=5.122 lumo_ev="-6.019 / -10.315" multiplicity=2
C -1.25664 -2.74756 -2.41755 1.430 2.276 1.430
N -0.35085 -2.01545 -1.55117 -0.797 -2.608 -2.814
O -0.92794 -3.04400 -3.59446 -0.287 0.325 2.403
H -2.32843 -2.90167 -1.96245 1.881 0.105 -1.072
H 0.62614 -1.69081 -1.60639 -0.061 -1.008 -1.611
H -0.70910 -1.36834 -0.92227 -2.106 0.994 1.695
C 1.46042 2.21457 1.84747 -2.990 -1.197 -3.983
N 0.06462 2.21284 2.24831 4.310 -0.539 -1.722
O 1.75776 2.06105 0.63539 -0.604 0.637 3.575
H 2.16197 2.26183 2.63682 0.967 0.084 0.941
H -0.05098 2.41497 3.20509 -0.844 0.699 0.843
H -0.44696 2.60258 1.48121 -0.900 0.232 0.314

Record 9
13
Properties=species:S:1:pos:R:3:forces:R:3 method="wB97M-V/def2-TZVPD" relative_energy_ev=2.305 max_force_ev_per_a=5.362 smiles="[H]/N=C/C(=O)O.NS" lumo_ev=0.196
H 0.86807 2.00634 -1.21447 1.299 -1.704 1.311
N 1.13693 1.09857 -0.68379 1.367 0.461 -0.899
C 2.38522 0.83185 -0.46924 -1.881 1.546 0.314
C 2.79324 -0.43498 0.26013 0.856 0.971 0.349
O 3.95421 -0.76602 0.24663 -0.403 -0.378 -0.245
O 1.86912 -0.98185 1.04508 -2.227 4.350 -2.208
H 3.27089 1.52116 -0.56489 -0.878 -0.678 -0.496
H 2.15797 -1.76964 1.33517 1.879 -4.567 1.878
N -3.95713 -0.81464 0.32565 -1.260 1.132 -1.827
S -2.95910 0.42688 -0.21628 0.746 1.541 -0.218
H -4.89670 -0.45056 0.56678 1.330 -1.044 0.757
H -3.32656 -1.34228 0.87584 -0.640 -0.931 1.115
H -3.29615 0.67515 -1.50661 -0.188 -0.699 0.168

Record 10
13
Properties=species:S:1:pos:R:3:forces:R:3 method="wB97M-V/def2-TZVPD" relative_energy_ev=4.294 max_force_ev_per_a=3.769 lumo_ev=-0.028
C 1.34022 0.43575 -0.40648 2.694 1.360 0.840
C -2.08515 0.62547 0.21080 -1.837 0.247 1.083
N 0.79833 -0.72733 -0.28074 -0.017 2.496 -0.691
N 0.34478 -1.08833 0.93397 -1.845 -3.158 0.911
O -1.02991 1.21580 -0.07041 0.412 0.382 -0.729
O 1.61076 1.01409 -1.58039 0.404 -0.480 0.966
O -2.20209 -0.43198 0.90961 -0.203 0.590 -0.996
H 1.94451 0.87750 0.47969 -1.553 -0.686 -1.478
H -3.10362 1.17877 -0.10402 1.727 -1.208 0.425
H 0.36395 -0.97800 -1.17639 -0.387 -1.009 0.972
H -0.76297 -1.08510 1.04826 1.208 0.929 -0.526
H 0.79996 1.17649 -2.05199 -0.889 0.124 -0.493
H 0.85040 -0.72530 1.72126 0.285 0.412 -0.284

Record 11
13
Properties=species:S:1:pos:R:3:forces:R:3 method="wB97M-V/def2-TZVPD" relative_energy_ev=7.871 max_force_ev_per_a=7.289 smiles="CO/C(=N/O)NO" lumo_ev=0.213
C -1.27802 -1.55386 -0.38818 -2.712 -6.716 0.818
O -1.01859 -0.60885 0.58107 0.543 0.938 -0.704
C -0.06784 0.18035 0.06423 -1.415 1.442 -2.149
N 0.23121 -0.00607 -1.21487 1.847 1.114 2.580
O 1.37505 0.71828 -1.73717 -1.019 2.455 5.065
N 0.11921 1.31738 0.96772 0.207 -2.832 0.812
O 1.54372 1.35967 0.86632 1.225 2.805 1.276
H -1.95565 -1.31235 -1.31018 1.739 -0.079 1.856
H -0.40818 -2.27964 -0.53619 -0.506 1.933 -0.925
H -1.78659 -2.41115 0.26114 -0.343 1.884 -1.297
H 1.59477 1.35646 -0.74714 -0.111 -2.416 -4.273
H -0.06004 0.95960 1.99115 0.170 0.568 -2.474
H 1.71094 2.28018 1.20211 0.376 -1.096 -0.585

Record 12
13
Properties=species:S:1:pos:R:3:forces:R:3 method="wB97M-V/def2-TZVPD" relative_energy_ev=5.000 max_force_ev_per_a=3.822 smiles="NC[C@@H](O)[N+](=O)[O-]" lumo_ev=0.347
N 0.85201 -0.97076 0.73473 0.134 -0.128 0.403
C 0.35887 0.36199 0.45864 -2.433 -2.439 0.875
C -0.42720 0.48288 -0.84456 -2.889 1.930 1.593
O -1.74595 -0.02578 -0.77386 1.689 -1.625 -0.103
N -0.62023 1.99184 -1.07336 0.929 -0.851 0.188
O 0.32667 2.61088 -1.47167 0.833 0.432 -0.288
O -1.69004 2.43889 -0.81029 -1.707 1.131 0.242
H 0.14100 -1.43356 1.23955 -0.472 -1.142 0.289
H 1.24098 -1.55570 0.00902 -0.177 0.346 -0.229
H 1.21018 0.90541 0.31469 1.932 2.449 0.165
H -0.31743 0.55259 1.37556 1.241 0.647 -1.659
H 0.20635 0.28675 -1.65949 0.350 -1.280 -1.415
H -2.44891 0.60846 -0.95699 0.571 0.531 -0.060